No. 1
A molecular structure, C26H42BrCoNOP2, computed with ωB97M-V with the def2-TZVPD basis set.

```
74
Properties=species:S:1:pos:R:3:forces:R:3
C -0.202054 -5.311189 -5.572784 -0.577 0.213 -0.315
C -1.393848 -4.540502 -5.599494 -0.027 -1.353 -1.062
C -2.382203 -4.852624 -6.561244 0.645 -0.149 0.120
C -2.113513 -5.869579 -7.491764 0.008 0.526 0.861
N -0.973029 -6.554511 -7.469082 -0.107 -0.095 -0.481
C -0.040141 -6.288499 -6.559037 -0.370 0.409 0.440
C -1.549511 -3.385267 -4.777076 3.087 2.270 2.122
C -0.952728 -2.433907 -4.057041 -0.008 -4.566 -2.772
C 0.081321 -1.758326 -3.388489 1.359 1.076 1.055
C 0.407845 -2.108051 -2.061579 -0.340 0.484 -0.182
C 1.149641 -1.238790 -1.265632 0.061 0.213 -0.330
C 1.573528 -0.002886 -1.795245 -0.890 -1.036 -1.041
C 1.390560 0.271948 -3.166477 0.183 -0.275 0.338
C 0.718545 -0.637010 -3.974397 -0.530 -0.192 0.362
Co -2.645744 -1.997730 -4.393514 -1.438 -0.900 0.637
P -2.025240 -1.851285 0.628883 -1.972 -0.431 3.255
H -3.318803 -4.294729 -6.595813 0.246 -0.138 -0.046
H 0.575421 -5.158511 -4.828054 -0.168 0.156 -0.163
H -2.859362 -6.104304 -8.251988 0.324 -0.129 0.117
H 0.882188 -6.863348 -6.614051 -0.207 0.014 0.028
H 0.636368 -0.476126 -5.051710 -0.169 0.153 0.366
H 0.013967 -3.041820 -1.661159 0.117 0.189 0.024
H 1.732557 1.208453 -3.603488 0.140 -0.242 0.196
H 1.347932 -1.516724 -0.233641 0.112 0.188 -0.128
C -2.486691 -0.317386 1.553733 0.880 0.810 -0.844
C -3.852659 -0.186839 2.210608 -0.678 -0.328 -0.054
H -2.354569 0.479576 0.802760 -0.050 0.112 0.401
H -1.677952 -0.168341 2.284900 -0.108 -0.153 -0.434
H -3.864214 0.744822 2.795222 0.101 -0.256 -0.223
H -4.663988 -0.115537 1.474061 0.165 -0.077 0.208
H -4.076841 -1.008057 2.904016 0.064 0.219 -0.231
C -3.588514 -2.749476 0.238127 0.358 0.330 -1.301
C -3.287674 -4.047840 -0.518868 -0.042 -0.247 -0.186
H -4.195830 -2.071535 -0.383416 0.048 -0.254 0.245
H -4.137132 -2.944301 1.168259 0.292 0.291 -0.084
H -4.237168 -4.494238 -0.843621 0.339 -0.017 0.087
H -2.676131 -3.853828 -1.421495 -0.272 -0.127 0.369
H -2.754047 -4.783772 0.108496 -0.261 0.323 -0.283
C -1.319352 -2.891790 1.978134 1.519 -0.288 -0.960
C -2.243748 -3.212684 3.145711 -0.588 0.166 0.297
H -0.433194 -2.334424 2.325518 -0.199 -0.287 -0.140
H -0.971564 -3.824125 1.503167 0.031 0.264 0.225
H -1.786491 -3.998522 3.758768 0.032 0.190 -0.215
H -2.400551 -2.344700 3.793247 0.039 -0.122 -0.143
H -3.223639 -3.582799 2.830127 0.202 -0.019 0.102
Br 2.260815 1.304591 -0.688681 0.514 0.521 0.320
P -3.940382 1.023444 -3.918783 -0.886 2.326 0.150
C -4.734378 0.040028 -2.565196 0.315 -0.328 -0.411
C -5.648550 0.927768 -1.726585 -0.151 -0.013 0.269
H -3.941364 -0.446942 -1.974326 -0.125 -0.012 0.096
H -5.340262 -0.747460 -3.037906 0.051 0.043 0.097
H -6.039275 0.376585 -0.865113 0.063 0.045 -0.081
H -5.140293 1.821281 -1.341650 -0.077 -0.167 -0.162
H -6.513687 1.240743 -2.320332 0.242 0.077 0.089
C -2.419832 1.658716 -3.086151 -0.094 -0.071 0.081
C -2.157342 3.134341 -3.399310 0.210 0.151 0.077
H -1.563015 1.051759 -3.408660 -0.008 0.039 0.302
H -2.582017 1.502962 -2.011356 0.219 0.084 -0.080
H -1.295833 3.500884 -2.820874 -0.242 -0.083 -0.207
H -1.932591 3.270576 -4.463940 -0.053 0.012 0.194
H -3.020685 3.767443 -3.161203 0.168 -0.206 -0.034
C -3.250512 -0.166884 -5.104000 -1.581 -0.107 0.243
C -3.938733 -0.255252 -6.463749 -0.278 -0.152 0.053
H -3.881869 -1.102725 -4.395005 0.531 1.746 -1.428
H -2.183114 0.079805 -5.227928 -0.095 -0.748 0.361
H -3.669865 -1.228664 -6.910452 -0.251 0.533 -0.238
H -5.024599 -0.219295 -6.276346 0.345 -0.011 -0.491
H -3.634517 0.574941 -7.132721 -0.210 -0.504 0.446
C 1.493647 0.455830 2.802270 0.456 0.012 0.186
O 0.467534 0.122092 1.870584 -0.035 0.202 -1.091
H 1.016518 0.703641 3.755095 0.153 -0.030 -0.164
H 2.093444 1.319247 2.463168 -0.303 -0.354 0.183
H 2.155085 -0.411166 2.933944 -0.030 0.287 0.100
H 0.746257 0.451916 0.987221 -0.200 -0.207 0.906
```
Positions in Å, forces in eV/Å.

Summary:
Orbital gap (spin up / spin down) (eV): 6.841 / 4.614
Expectation value of S²: 3.79
ΔE to the lowest compared entry with this formula, charge and spin (kcal/mol): 0.0
Net charge: +2
Spin multiplicity: 4

No. 2
A molecular structure, C26H42BrNOP2Sr, computed with ωB97M-V with the def2-TZVPD basis set.

```
74
Properties=species:S:1:pos:R:3:forces:R:3
C -5.827259 -2.257101 -3.575805 0.115 0.484 -0.130
C -4.465528 -2.402370 -3.243349 -0.555 -0.714 -0.590
C -3.567347 -2.781392 -4.259919 0.043 0.481 0.027
C -4.020068 -2.733127 -5.583468 -0.043 -0.598 0.674
N -5.291874 -2.511699 -5.893502 -0.002 0.728 -0.460
C -6.174676 -2.240539 -4.937066 0.499 -0.620 0.554
C -3.909126 -1.946651 -1.966855 0.894 2.957 0.025
C -3.325190 -0.983303 -1.416121 -1.372 -0.741 -3.313
C -2.412687 -0.016480 -0.897353 0.819 0.020 -0.167
C -2.839937 1.225928 -0.380199 -0.168 -0.161 0.557
C -1.914513 2.088725 0.159206 -0.551 0.554 0.050
C -0.547801 1.786902 0.151999 0.376 -1.055 -0.274
C -0.090165 0.599716 -0.414885 -0.466 0.841 -0.237
C -1.027104 -0.319231 -0.944142 -0.333 1.301 -1.084
Sr -2.876956 -2.511363 0.326615 1.520 -1.416 3.053
P 0.686701 2.854323 0.910044 -1.011 -0.050 0.021
H -2.523623 -3.036834 -4.049916 -0.369 0.357 -0.038
H -6.612473 -2.082527 -2.838509 0.431 0.166 -0.076
H -3.310612 -2.888688 -6.401045 -0.351 -0.118 0.200
H -7.190419 -1.994700 -5.257285 0.272 -0.273 0.165
H -0.700016 -1.103972 -1.620279 0.125 -0.317 0.552
H -3.899094 1.471474 -0.404833 0.215 0.012 0.085
H 0.990132 0.418381 -0.388563 -0.518 -0.346 -0.380
H -2.241432 3.047423 0.571876 -0.071 -0.449 -0.218
C 1.196870 2.136290 2.479907 0.259 -0.457 0.287
C 2.510669 2.723071 3.008162 0.277 0.185 0.293
H 1.288937 1.047686 2.356942 -0.064 0.184 -0.073
H 0.369254 2.286954 3.205482 0.318 0.062 -0.546
H 2.605925 2.499418 4.075032 -0.033 0.041 -0.180
H 3.390817 2.295230 2.520886 -0.192 0.014 -0.096
H 2.560444 3.811404 2.897891 0.028 -0.237 0.074
C 1.949586 3.091156 -0.346102 0.518 -0.073 0.065
C 1.351944 3.360627 -1.739987 0.041 0.054 -0.056
H 2.564673 2.176107 -0.342612 -0.092 0.220 -0.041
H 2.609958 3.909586 -0.023162 -0.145 -0.231 -0.048
H 2.173370 3.454931 -2.460085 -0.208 -0.008 0.176
H 0.709742 2.526113 -2.058752 0.221 0.421 0.036
H 0.779095 4.301364 -1.768093 0.140 -0.368 0.028
C -0.197121 4.365612 1.286354 -0.061 0.487 -0.048
C 0.718227 5.531879 1.664771 0.210 0.457 0.229
H -0.879779 4.129094 2.123308 0.156 0.095 -0.425
H -0.794589 4.612848 0.394859 0.129 0.023 0.301
H 0.129567 6.458106 1.751548 0.231 -0.362 -0.028
H 1.211816 5.359536 2.631725 -0.232 0.119 -0.294
H 1.507968 5.708865 0.919598 -0.310 -0.032 0.159
Br -0.279969 -1.385682 1.434534 -1.197 -1.032 1.033
P 3.178680 -2.713808 0.523038 0.874 -0.053 0.205
C 3.443996 -0.883552 0.358392 -0.037 0.096 -0.103
C 4.933299 -0.524959 0.427728 0.019 0.218 -0.046
H 2.883877 -0.359251 1.149025 0.019 -0.033 -0.153
H 3.030228 -0.569896 -0.610753 0.088 -0.028 0.034
H 5.080856 0.537610 0.192252 0.078 -0.153 0.090
H 5.348019 -0.708368 1.426952 -0.099 -0.020 -0.216
H 5.518205 -1.112422 -0.291784 -0.184 0.125 0.197
C 2.495340 -2.829698 2.232671 -0.770 -0.189 0.048
C 2.948467 -4.116297 2.914038 0.116 0.105 0.161
H 1.389315 -2.797354 2.189093 0.941 -0.143 0.226
H 2.813119 -1.951064 2.813131 0.023 -0.145 -0.193
H 2.581455 -4.141548 3.946163 0.014 -0.153 -0.169
H 2.564691 -4.988652 2.370180 0.182 0.080 0.204
H 4.042276 -4.163718 2.946838 -0.188 -0.170 -0.042
C 1.805204 -3.031561 -0.660340 -0.267 0.088 -0.068
C 2.372282 -3.557828 -1.983347 -0.186 -0.058 0.020
H 1.226770 -2.111962 -0.809972 0.025 -0.160 -0.085
H 1.115261 -3.759175 -0.214640 0.155 -0.007 0.009
H 1.561922 -3.930357 -2.617473 0.116 0.051 -0.078
H 2.894164 -2.764270 -2.531423 0.011 -0.207 0.099
H 3.069966 -4.385875 -1.806526 -0.127 0.251 -0.080
C -3.142016 -0.059948 2.927438 -0.118 0.145 0.342
O -3.839205 -0.892475 1.951348 -0.057 0.097 -0.079
H -2.252100 0.340763 2.443825 -0.028 -0.316 0.176
H -2.909255 -0.683136 3.798800 0.145 0.274 -0.280
H -3.759932 0.787937 3.244387 -0.125 -0.328 -0.161
H -4.781218 -0.712224 2.012103 -0.111 0.028 0.099
```
Positions in Å, forces in eV/Å.

Summary:
Orbital gap (eV): 4.912
Net charge: +2

No. 3
A molecular structure, C26H42CsN6O7S3, computed with ωB97M-V with the def2-TZVPD basis set.

```
85
Properties=species:S:1:pos:R:3:forces:R:3
Cs -0.779285 -0.031719 -0.428829 0.322 0.173 0.109
C 0.703770 -2.584376 2.414684 -0.124 0.137 0.151
C 1.066012 -1.170100 2.798633 -0.121 -0.309 -0.145
N 1.881917 -0.420766 2.166879 0.080 0.265 0.069
N 2.403195 -0.886544 0.993401 -0.144 -0.027 0.171
C 3.535205 -0.345530 0.444510 0.109 0.203 -0.039
N 3.709305 -0.698639 -0.843678 0.111 -0.002 0.366
S 4.610284 0.601081 1.291840 -0.052 -0.031 0.021
C 0.412924 -0.592748 4.009814 0.038 0.131 0.219
C -0.700395 -1.220424 4.566637 -0.033 -0.169 -0.138
C -1.305888 -0.658545 5.672417 -0.073 0.007 0.090
C -0.793183 0.514519 6.201320 0.065 0.037 -0.037
C 0.316057 1.070199 5.580636 -0.008 -0.090 -0.075
N 0.908021 0.538313 4.517358 0.059 -0.073 0.007
H -0.295227 -2.632702 1.969545 0.025 -0.002 -0.026
H 0.672054 -3.207612 3.310327 0.013 0.030 -0.028
H 1.433718 -3.023253 1.741264 0.063 -0.010 -0.067
H 1.855133 -1.535330 0.449273 0.143 -0.129 -0.186
H 2.894001 -0.932756 -1.415081 0.045 -0.062 -0.160
H 4.519158 -0.299666 -1.281849 0.022 0.027 -0.014
H -1.120396 -2.104886 4.102710 0.027 0.089 0.068
H -2.180483 -1.126100 6.107396 -0.005 -0.001 0.003
H -1.235948 0.996384 7.062965 -0.014 -0.021 -0.001
H 0.751033 1.992107 5.955044 0.012 0.001 -0.004
N -2.628683 1.885495 -2.738447 0.141 0.120 0.189
C -2.061372 3.009862 -2.161897 0.106 0.179 0.015
N -0.806133 3.322845 -2.617530 0.004 -0.166 0.231
O -2.667117 3.694086 -1.344329 -0.035 -0.168 -0.061
H -1.997132 1.226914 -3.171349 -0.018 0.000 -0.011
H -3.388670 1.502580 -2.199137 -0.063 -0.041 -0.097
H -0.242458 2.528025 -2.907553 -0.023 0.053 -0.086
H -0.311769 3.940830 -1.985072 0.004 0.082 -0.003
C 2.003859 -0.744689 -8.826461 -0.009 0.027 0.091
C 1.772256 -0.654960 -7.337700 0.010 -0.003 -0.059
C 2.508670 0.221373 -6.549302 -0.004 0.013 -0.017
C 2.281865 0.341485 -5.182363 0.015 -0.020 0.054
C 3.115701 1.280544 -4.345338 -0.088 -0.038 -0.015
C 1.293152 -0.448993 -4.591396 0.002 -0.083 0.082
C 0.548178 -1.344505 -5.358239 -0.021 -0.020 -0.035
C -0.530221 -2.185702 -4.720114 0.066 0.076 0.009
C 0.797621 -1.431545 -6.725340 -0.038 -0.040 0.075
C 1.030135 -0.318236 -3.100725 0.193 0.277 -0.131
O 1.501271 -1.192853 -2.329229 -0.398 -0.060 -0.222
O 0.370485 0.687774 -2.730927 0.304 -0.019 -0.877
H 3.017110 -0.436623 -9.087190 -0.011 -0.007 0.003
H 1.311174 -0.095994 -9.368481 0.008 -0.003 0.003
H 1.851595 -1.762403 -9.188225 0.005 0.005 0.002
H 3.281778 0.829298 -7.011345 -0.021 -0.015 0.026
H 3.704697 1.947499 -4.974508 -0.001 -0.015 0.003
H 3.804994 0.720579 -3.707495 -0.013 0.011 -0.018
H 2.488554 1.883130 -3.686687 0.029 -0.010 -0.029
H -0.190947 -2.588077 -3.765237 -0.016 -0.003 -0.008
H -0.818035 -3.016910 -5.362878 0.007 0.011 -0.032
H -1.425897 -1.586419 -4.531374 0.016 -0.017 0.016
H 0.216216 -2.129678 -7.322803 0.030 0.035 0.025
C -4.393289 -0.750176 2.573398 0.047 -0.162 -0.087
S -3.022759 -1.262720 1.543611 -1.160 -0.243 1.376
O -1.910065 -0.445758 2.046831 -0.100 0.024 -0.190
O -2.805311 -2.677493 1.787631 0.109 -0.198 -0.004
O -3.472399 -0.964321 0.189185 0.338 0.225 -0.303
H -4.109601 -0.870883 3.619391 -0.011 -0.003 -0.077
H -5.260744 -1.365433 2.333723 0.063 0.038 0.014
H -4.597431 0.296437 2.351444 0.009 -0.047 0.037
C -2.998797 2.769774 2.217626 0.028 0.068 0.021
C -2.219630 4.017891 2.630565 -0.010 -0.144 -0.071
C -1.220461 4.510634 1.592393 0.045 0.031 0.062
S 0.040665 3.351884 0.979083 -0.323 0.070 0.385
O 0.871022 4.205610 0.077558 0.169 0.078 -0.391
C 1.006880 3.041699 2.501365 -0.044 -0.106 0.119
C 2.332583 3.790600 2.535171 -0.101 0.058 -0.089
C 2.203386 5.215017 3.063478 -0.016 -0.012 -0.064
H -3.813689 2.583838 2.922082 0.030 -0.005 -0.013
H -2.371034 1.875687 2.208036 -0.028 0.054 -0.030
H -3.431778 2.901838 1.221906 0.053 -0.025 0.020
H -1.718792 3.857977 3.590465 -0.016 -0.052 -0.018
H -2.918702 4.843098 2.791086 -0.008 0.018 0.037
H -0.677579 5.380559 1.970169 0.099 -0.040 -0.115
H -1.725281 4.782659 0.663541 -0.049 0.000 -0.001
H 1.173909 1.962533 2.543955 0.027 0.121 -0.087
H 0.379157 3.306417 3.358773 -0.003 -0.056 -0.085
H 2.743923 3.810107 1.525934 0.059 -0.008 -0.005
H 3.021654 3.203833 3.141852 0.029 -0.012 0.073
H 1.545802 5.802419 2.418209 0.044 -0.002 0.034
H 3.173588 5.715782 3.090095 -0.024 -0.015 0.010
H 1.789911 5.223649 4.077000 0.007 0.012 -0.032
```
Positions in Å, forces in eV/Å.

Summary:
Orbital gap (eV): 7.658
ΔE to the lowest compared entry with this formula, charge and spin (kcal/mol): 7.0
Net charge: -1